[1]
Computed, not measured: the molecule C15H15NOS, with wB97M-V/def2-TZVPD.

* ΔE to the lowest compared entry with this formula, charge and spin: 0.00 kJ/mol
* E_LUMO: 0.02273 Eh
* SMILES string: CSc1ccccc1NC(=O)Cc1ccccc1
* frontier orbital gap: 8.70 eV
* net charge: 0

CARTESIAN COORDINATES (ANGSTROEM)
C  -2.546  -2.728  -0.733
H  -2.099  -3.710  -0.614
H  -3.305  -2.567  0.026
H  -2.960  -2.634  -1.733
S  -1.190  -1.545  -0.494
C  -2.042  0.002  -0.257
C  -3.324  0.213  -0.735
C  -3.955  1.429  -0.536
C  -3.300  2.444  0.136
C  -2.015  2.250  0.610
C  -1.369  1.034  0.419
N  -0.080  0.789  0.885
C  0.828  1.655  1.410
O  0.643  2.835  1.600
C  2.144  0.958  1.764
C  2.605  0.059  0.654
C  3.186  0.605  -0.485
C  3.566  -0.207  -1.537
C  3.368  -1.576  -1.466
C  2.792  -2.129  -0.337
C  2.412  -1.316  0.717
H  1.968  -1.758  1.599
H  2.635  -3.196  -0.274
H  3.664  -2.210  -2.289
H  4.018  0.229  -2.416
H  3.336  1.673  -0.542
H  2.878  1.738  1.970
H  1.981  0.386  2.681
H  0.239  -0.164  0.745
H  -1.494  3.037  1.129
H  -3.786  3.395  0.293
H  -4.955  1.576  -0.913
H  -3.840  -0.566  -1.274

Atomic forces in eV per Å
0.3 0.4 0.0
0.0 -0.1 0.0
-0.1 -0.1 0.0
-0.1 -0.1 0.0
-0.1 0.0 -0.1
0.1 -0.4 -0.1
0.0 0.1 0.1
-0.1 0.0 0.0
0.0 -0.1 -0.1
0.1 0.1 0.1
-0.4 0.2 -0.1
-0.1 -0.5 -0.1
0.4 -0.2 0.2
-0.1 0.3 0.0
0.0 0.2 0.0
0.1 -0.2 0.1
0.0 0.0 0.0
0.0 0.1 -0.1
0.0 -0.1 0.0
0.0 -0.1 -0.1
0.1 0.1 0.1
0.0 0.0 0.1
0.0 -0.1 0.0
0.0 -0.1 -0.1
0.0 0.0 -0.1
0.0 0.1 0.0
-0.1 0.0 0.0
0.0 0.0 0.0
0.1 0.2 0.1
0.0 0.0 0.0
0.0 0.1 0.0
-0.1 0.0 0.0
0.0 -0.1 0.0

Atom charges from the Mulliken analysis, given in e for atoms 1 to 8: number 1, C, carries -1.058; number 2, H, carries 0.368; number 3, H, carries 0.368; number 4, H, carries 0.329; number 5, S, carries 0.013; number 6, C, carries 0.511; number 7, C, carries -0.260; number 8, C, carries -0.645


[2]
Computed, not measured: C15H16AuBClN4O2S2 as an isolated structure at a distorted geometry, with wB97M-V/def2-TZVPD.

* ΔE to the lowest compared entry with this formula, charge and spin: 64.41 kJ/mol
* E_LUMO: -0.23397 Eh
* frontier orbital gap: 4.43 eV
* net charge: +1

CARTESIAN COORDINATES (ANGSTROEM)
Au  1.217  -0.674  -1.429
Cl  -5.387  -4.144  -0.263
C  -3.852  -3.532  -0.741
C  -3.154  -4.135  -1.801
C  -1.935  -3.652  -2.183
C  -1.325  -2.532  -1.548
O  -0.179  -2.144  -2.003
C  -2.049  -1.935  -0.463
C  -1.590  -0.816  0.311
O  -0.539  -0.179  0.215
C  -3.301  -2.458  -0.094
H  -3.589  -4.983  -2.313
H  -1.388  -4.103  -3.000
H  -2.296  -0.504  1.101
H  -3.838  -1.999  0.727
C  -1.161  2.683  -2.729
N  -0.358  2.953  -1.546
C  -0.724  3.712  -0.473
C  0.294  3.638  0.429
N  1.283  2.860  -0.094
B  2.664  2.529  0.575
N  2.418  1.312  1.536
C  1.957  1.370  2.819
C  1.918  0.106  3.322
N  2.339  -0.731  2.329
C  2.400  -2.183  2.390
C  2.645  0.021  1.246
S  3.255  -0.641  -0.225
C  0.873  2.443  -1.303
S  1.720  1.449  -2.425
H  -2.034  3.330  -2.716
H  -1.479  1.642  -2.734
H  -0.583  2.873  -3.628
H  -1.655  4.249  -0.431
H  0.390  4.106  1.393
H  3.420  2.190  -0.274
H  3.029  3.470  1.214
H  1.713  2.305  3.291
H  1.638  -0.248  4.299
H  2.235  -2.498  3.415
H  3.372  -2.534  2.054
H  1.634  -2.616  1.748

Atomic forces in eV per Å
0.4 0.1 -0.3
-0.1 -0.1 0.0
0.2 0.1 -0.1
-0.2 0.0 0.2
0.4 0.3 0.0
-1.0 -0.3 0.3
0.9 0.7 0.2
0.4 -0.2 -0.5
0.0 0.3 0.3
-0.2 -0.1 0.0
-0.1 0.0 0.1
0.0 0.0 0.0
0.0 0.0 0.0
0.0 0.0 0.0
0.0 0.0 0.0
-0.1 -0.1 -0.2
0.2 0.0 0.2
-0.1 -0.1 0.0
0.1 0.0 0.1
-0.1 0.1 -0.3
0.1 0.0 0.0
0.2 -0.3 0.1
0.0 0.1 0.0
-0.1 -0.1 0.0
0.0 0.3 -0.1
0.0 -0.2 0.0
-0.1 0.0 0.1
-0.7 0.3 -0.7
-0.1 -0.1 0.1
0.1 -1.0 0.6
0.0 0.0 0.0
0.0 0.0 0.0
0.0 0.1 0.0
0.0 0.0 -0.1
0.0 0.0 0.0
0.1 0.0 0.0
-0.1 0.1 0.1
0.0 0.0 0.0
0.0 0.0 0.0
0.0 0.0 0.0
0.0 0.0 0.0
0.0 0.0 0.0

Atom charges from the Mulliken analysis, given in e for atoms 1 to 8: number 1, Au, carries 0.849; number 2, Cl, carries -0.192; number 3, C, carries 0.114; number 4, C, carries -0.457; number 5, C, carries -0.624; number 6, C, carries 0.647; number 7, O, carries -0.975; number 8, C, carries 0.657